Molecular formula: C3H5Cl2NO2
Method: DFT, ωB97M-V/def2-TZVPD

Summary:
Lowest unoccupied orbital energy = 0.0095 hartree
HOMO level = -10.3 eV
Frontier orbital gap = 10.605 eV
Structure (SMILES) = O=C(NO)[C@@H](Cl)CCl

Atoms and positions in Å:
O (0.11, -1.30, 1.82)
C (0.35, -0.78, 0.76)
N (1.68, -0.48, 0.44)
O (1.82, 0.74, -0.21)
C (-0.68, -0.55, -0.23)
Cl (-2.10, -1.57, 0.05)
C (-1.14, 0.88, -0.49)
Cl (-1.71, 1.65, 0.99)
H (2.23, -0.49, 1.29)
H (2.08, 0.45, -1.10)
H (-0.30, -0.88, -1.21)
H (-1.97, 0.86, -1.17)
H (-0.36, 1.46, -0.93)